No. 1
Entry from the OMol25 dataset: C41H46N3PSc as an isolated structure (wB97M-V/def2-TZVPD).

Results
- LUMO (spin up / spin down) (eV) = 2.430 / 2.431
- orbital gap (spin up / spin down) (eV) = 4.69 / 4.62
- total charge = -1

CARTESIAN COORDINATES (ANGSTROEM)
Sc  0.11  -0.12  -0.95
N  1.60  5.27  -1.89
N  2.31  -1.15  -0.94
C  -2.11  -0.94  -1.46
C  -1.60  -0.17  -2.55
C  -1.84  1.21  -2.23
C  -1.77  2.31  -3.12
H  -1.46  2.14  -4.15
H  -0.41  3.22  -2.64
H  -2.35  3.22  -2.89
C  -2.26  1.28  -0.87
C  -2.64  2.57  -0.22
H  -3.60  2.99  -0.57
H  -1.87  3.33  -0.39
H  -2.72  2.46  0.86
C  -2.56  -0.03  -0.45
C  -3.40  -0.34  0.73
H  -2.76  -0.41  1.64
H  -3.98  -1.29  0.68
H  -4.14  0.47  0.92
C  -1.13  -0.65  -3.88
H  -1.96  -0.88  -4.57
H  -0.53  -1.56  -3.78
H  -0.51  0.10  -4.37
C  -2.32  -2.41  -1.48
H  -2.05  -2.84  -0.50
H  -1.69  -2.88  -2.24
H  -3.36  -2.69  -1.69
C  2.51  5.88  -1.13
H  2.42  6.97  -1.17
C  3.45  5.15  -0.35
H  4.07  5.77  0.31
C  3.46  3.74  -0.39
H  4.28  3.22  0.17
C  2.43  3.07  -1.00
H  2.41  1.96  -1.13
C  1.41  3.92  -1.63
C  0.60  3.16  -2.41
H  0.92  2.03  -2.44
C  1.48  -2.16  -0.63
C  2.72  -1.35  -2.31
H  3.17  -0.67  -3.01
C  2.70  -2.68  -2.50
H  3.20  -3.24  -3.30
N  1.90  -3.20  -1.45
C  1.21  -4.40  -1.35
C  0.80  -5.06  -2.53
C  -0.08  -6.15  -2.39
H  -0.32  -6.77  -3.25
C  -0.63  -6.45  -1.13
C  -1.45  -7.70  -0.99
H  -2.22  -7.57  -0.21
H  -0.82  -8.56  -0.71
H  -1.92  -7.93  -1.96
C  -0.38  -5.63  -0.01
H  -0.86  -5.86  0.95
C  0.53  -4.57  -0.12
C  0.76  -3.67  1.05
H  1.76  -3.24  1.08
H  0.66  -4.27  1.97
H  0.03  -2.86  1.20
C  1.14  -4.58  -3.89
H  2.17  -4.23  -3.97
H  0.50  -3.76  -4.24
H  1.13  -5.39  -4.63
C  0.90  -0.15  2.58
P  -0.06  1.26  1.91
C  -1.11  1.60  3.42
C  -0.48  1.60  4.68
C  -1.18  1.90  5.85
C  -2.52  2.29  5.78
C  -3.16  2.31  4.53
C  -2.49  1.89  3.38
C  1.14  2.65  2.16
C  0.66  3.95  1.94
C  1.48  5.05  2.20
C  2.77  4.87  2.69
C  3.26  3.58  2.90
C  2.45  2.47  2.62
H  0.19  -0.95  2.83
H  1.43  0.16  3.49
H  1.63  -0.52  1.85
H  0.58  1.35  4.77
H  -0.67  1.83  6.81
H  -3.06  2.57  6.68
H  -4.20  2.62  4.46
H  -3.06  1.76  2.46
H  -0.37  4.10  1.60
H  1.11  6.06  1.99
H  3.43  5.73  2.87
H  4.28  3.43  3.27
H  2.86  1.47  2.77

No. 2
Entry from the OMol25 dataset: C41H47Br2N4PTi as an isolated structure (wB97M-V/def2-TZVPD).

Results
- LUMO (spin up / spin down) (eV) = -3.836 / -4.044
- multiplicity = 2
- orbital gap (spin up / spin down) (eV) = 5.57 / 6.59
- total charge = +1
- ΔE to the lowest compared entry with this formula, charge and spin (kJ/mol) = 191.2

CARTESIAN COORDINATES (ANGSTROEM)
Ti  -0.35  0.25  -0.23
C  0.50  -0.17  3.45
C  1.70  -1.06  3.38
C  2.11  -1.82  4.47
C  3.25  -2.60  4.41
C  4.01  -2.64  3.25
C  3.60  -1.92  2.14
C  2.46  -1.13  2.20
P  1.92  -0.12  0.79
C  2.84  -0.71  -0.69
C  2.15  -1.68  -1.42
C  2.68  -2.21  -2.59
C  3.90  -1.74  -3.05
C  4.57  -0.75  -2.35
C  4.07  -0.23  -1.16
C  4.86  0.84  -0.47
C  2.48  1.54  1.24
C  3.39  1.91  2.22
C  3.66  3.25  2.42
C  2.99  4.21  1.67
C  2.05  3.84  0.73
C  1.78  2.50  0.49
C  0.82  2.00  -0.53
H  0.04  -0.23  4.44
H  -0.25  -0.48  2.70
H  0.78  0.87  3.26
H  1.53  -1.79  5.38
H  3.55  -3.17  5.27
H  4.90  -3.24  3.21
H  4.18  -1.96  1.23
H  1.21  -2.06  -1.03
H  2.15  -2.98  -3.13
H  4.32  -2.12  -3.97
H  5.52  -0.39  -2.72
H  5.84  0.94  -0.92
H  4.99  0.61  0.59
H  4.34  1.80  -0.54
H  3.90  1.15  2.80
H  4.38  3.55  3.16
H  3.20  5.25  1.83
H  1.53  4.60  0.16
H  1.39  1.73  -1.44
H  0.13  2.81  -0.80
Br  -5.78  1.33  3.23
C  -4.22  1.21  2.16
C  -3.07  1.97  2.50
C  -1.94  1.80  1.75
N  -1.88  0.98  0.68
C  -3.02  0.30  0.28
C  -4.20  0.40  1.05
C  -2.91  -0.44  -0.94
C  -3.99  -1.08  -1.57
C  -3.78  -1.78  -2.74
Br  -5.21  -2.68  -3.59
C  -2.49  -1.82  -3.30
C  -1.48  -1.16  -2.64
N  -1.66  -0.49  -1.51
H  -3.09  2.64  3.35
H  -1.02  2.34  1.98
H  -5.07  -0.17  0.79
H  -4.98  -1.04  -1.15
H  -2.30  -2.38  -4.20
H  -0.47  -1.16  -3.04
C  -2.07  4.69  -3.00
C  -2.93  3.52  -2.53
C  -3.82  3.00  -3.67
C  -3.81  3.96  -1.36
N  -2.05  2.46  -1.99
N  -1.12  1.85  -2.88
H  -2.72  5.53  -3.26
H  -1.48  4.44  -3.87
H  -1.41  5.01  -2.20
H  -4.56  3.75  -3.93
H  -4.34  2.10  -3.37
H  -3.25  2.79  -4.57
H  -4.41  4.81  -1.65
H  -3.19  4.24  -0.51
H  -4.48  3.15  -1.05
H  -2.67  1.72  -1.66
H  -0.42  2.56  -3.12
H  -1.56  1.56  -3.76
C  1.04  -4.68  1.08
C  -0.43  -4.24  1.02
C  -1.12  -4.89  -0.19
C  -1.14  -4.59  2.33
C  -0.47  -2.79  0.82
C  -0.47  -1.59  0.63
H  1.10  -5.76  1.20
H  1.55  -4.20  1.91
H  1.56  -4.42  0.16
H  -0.99  -5.97  -0.16
H  -0.69  -4.53  -1.12
H  -2.19  -4.67  -0.19
H  -1.12  -5.66  2.50
H  -2.18  -4.26  2.29
H  -0.66  -4.09  3.16

No. 3
Entry from the OMol25 dataset: C41H47I2N3OPPdSi3 as an isolated structure (wB97M-V/def2-TZVPD).

Results
- LUMO (spin up / spin down) (eV) = -3.338 / -5.600
- multiplicity = 5
- orbital gap (spin up / spin down) (eV) = 6.12 / 5.01
- total charge = +1
- ΔE to the lowest compared entry with this formula, charge and spin (kJ/mol) = 51.6

CARTESIAN COORDINATES (ANGSTROEM)
Pd  -0.08  -0.18  -1.02
C  1.06  1.50  -4.64
Si  1.52  -0.21  -3.86
C  3.08  -0.75  -4.82
C  0.06  -1.35  -4.35
C  1.92  -0.22  -1.99
Si  2.39  -1.85  -1.09
C  1.31  -2.57  0.35
C  2.68  -3.31  -2.28
C  4.09  -1.58  -0.25
Si  2.39  1.46  -1.25
C  2.89  1.90  0.55
C  3.85  2.15  -2.28
C  0.83  2.55  -1.57
C  0.80  3.94  -1.51
C  -0.32  4.63  -1.93
C  -1.40  3.91  -2.43
C  -1.32  2.53  -2.42
N  -0.25  1.88  -1.98
H  1.47  1.55  -5.64
H  1.45  2.35  -4.09
H  -0.01  1.64  -4.73
H  2.89  -0.71  -5.89
H  3.39  -1.75  -4.58
H  3.92  -0.09  -4.62
H  0.01  -1.47  -5.42
H  -0.89  -0.93  -4.02
H  0.15  -2.34  -3.91
H  0.39  -3.02  -0.01
H  1.03  -1.80  1.07
H  1.86  -3.34  0.87
H  1.87  -3.46  -2.99
H  2.79  -4.23  -1.72
H  3.60  -3.17  -2.84
H  4.15  -0.68  0.35
H  4.86  -1.52  -1.01
H  4.33  -2.42  0.38
H  3.61  1.19  0.96
H  2.05  1.93  1.23
H  3.37  2.88  0.56
H  4.75  1.59  -2.05
H  4.05  3.19  -2.05
H  3.68  2.07  -3.34
H  1.67  4.47  -1.14
H  -0.35  5.71  -1.90
H  -2.27  4.41  -2.82
H  -2.13  1.92  -2.82
I  -1.10  -5.17  -2.10
C  -2.54  -3.67  -1.79
C  -3.90  -3.95  -1.76
C  -4.81  -2.95  -1.53
I  -6.86  -3.47  -1.46
C  -4.39  -1.62  -1.30
C  -5.24  -0.53  -1.03
C  -4.70  0.70  -0.73
C  -3.31  0.84  -0.69
N  -2.48  -0.14  -1.00
C  -3.00  -1.35  -1.31
C  -2.03  -2.38  -1.60
O  -0.79  -2.11  -1.68
H  -4.24  -4.97  -1.91
H  -6.31  -0.65  -1.06
H  -5.33  1.54  -0.51
H  -2.86  1.78  -0.39
N  0.23  0.41  0.91
P  -0.22  0.29  2.40
C  -0.97  -1.32  2.85
C  -2.00  -1.77  2.04
C  -2.59  -2.99  2.28
C  -2.15  -3.78  3.33
C  -1.13  -3.33  4.15
C  -0.53  -2.10  3.91
C  -1.45  1.55  2.87
C  -2.30  1.38  3.96
C  -3.14  2.42  4.33
C  -3.13  3.61  3.62
C  -2.29  3.77  2.53
C  -1.45  2.74  2.15
C  1.20  0.55  3.52
C  2.38  -0.15  3.27
C  3.49  0.07  4.06
C  3.44  1.00  5.09
C  2.27  1.71  5.33
C  1.15  1.47  4.56
H  -2.32  -1.14  1.22
H  -3.39  -3.34  1.64
H  -2.60  -4.74  3.52
H  -0.78  -3.94  4.97
H  0.28  -1.76  4.54
H  -2.30  0.45  4.51
H  -3.79  2.29  5.18
H  -3.79  4.42  3.92
H  -2.27  4.70  1.99
H  -0.78  2.83  1.31
H  2.42  -0.86  2.45
H  4.40  -0.48  3.87
H  4.31  1.18  5.70
H  2.24  2.45  6.11
H  0.23  2.00  4.76

F_max
In order: 4.831 2.738 2.195
Unit: eV Å⁻¹
Electronic energy
In order: -2856.0458 -8148.1542 -3762.9336
Unit: Ha